--- 1 ---
Here is C19H30N4O4S in the gas phase from the Open Molecules 2025 dataset. Energies are from wB97M-V/def2-TZVPD.

Atoms and positions in Å:
C -1.15446 -5.38648 1.40818
C -1.99589 -4.15500 1.55981
C -1.59506 -2.82451 1.27629
C -2.65371 -1.98779 1.57298
C -2.93330 -0.53334 1.63871
O -3.91191 -0.16711 2.28689
N -2.12698 0.34829 0.98908
C -2.29238 1.77373 1.23143
C -1.00728 2.42380 1.74599
C 0.11186 2.49227 0.69772
N 0.95698 1.30846 0.54635
C 2.23670 1.37632 1.21383
C 3.26689 0.43400 0.58542
N 3.24227 0.50168 -0.86658
C 3.52511 1.65368 -1.50799
O 4.01069 2.61652 -0.93802
C 3.28195 1.67361 -3.02415
C 3.16355 3.12968 -3.50857
C 1.77614 3.59722 -3.07588
S 0.69822 2.21898 -3.45963
O -0.19355 1.94957 -2.35889
O 0.16230 2.37549 -4.78788
C 2.00754 0.97302 -3.51618
C 0.31532 0.01396 0.66436
C -1.08406 -0.02488 0.04909
N -3.66879 -2.78522 2.02431
C -3.29587 -4.09355 2.01925
C -4.22251 -5.17657 2.46062
H -1.74762 -6.24245 1.08452
H -0.37601 -5.22977 0.66090
H -0.65935 -5.66411 2.34144
H -0.61561 -2.53877 0.93168
H -2.58902 2.26356 0.29704
H -3.10520 1.88742 1.94346
H -1.25569 3.44436 2.04803
H -0.66620 1.90526 2.64623
H -0.33229 2.75030 -0.26894
H 0.78385 3.31323 0.95276
H 2.61503 2.39120 1.10555
H 2.19269 1.15150 2.29468
H 4.25636 0.71484 0.94794
H 3.09664 -0.60576 0.86347
H 2.70854 -0.19527 -1.35104
H 4.15495 1.19487 -3.47458
H 3.93818 3.74491 -3.05766
H 3.26423 3.16935 -4.59397
H 1.72686 3.74796 -1.99782
H 1.39886 4.47117 -3.60163
H 2.10114 0.69276 -4.56353
H 1.66045 0.11378 -2.94772
H 0.93884 -0.72836 0.15016
H 0.23633 -0.32917 1.71035
H -1.30033 -1.01767 -0.33297
H -1.12266 0.65843 -0.80335
H -4.53620 -2.39432 2.35561
H -3.72184 -6.14186 2.41616
H -4.55428 -5.02293 3.48931
H -5.11046 -5.23028 1.82746

## Properties
Kohn-Sham gap = 8.35 eV
SMILES string = Cc1cc(C(=O)N2CCCN(CCNC(=O)[C@@H]3CCS(=O)(=O)C3)CC2)[nH]c1C
E_LUMO = 0.385 eV
HOMO = -0.2928 Ha


--- 2 ---
Here is C19H30N4O4S in the gas phase from the Open Molecules 2025 dataset. Energies are from wB97M-V/def2-TZVPD.

Atoms and positions in Å:
C 0.42955 -3.79659 -0.28598
C -0.49163 -2.94029 0.52625
C -1.41166 -1.99303 0.02084
C -2.01783 -1.36107 1.09285
C -2.94588 -0.24252 1.35909
O -3.34620 -0.07780 2.51164
N -3.28111 0.63432 0.37081
C -3.97927 1.85663 0.76459
C -3.03465 2.95347 1.25163
C -1.82334 3.24183 0.34882
N -0.84756 2.16557 0.20691
C -0.34305 1.68797 1.49298
C 0.79115 0.68397 1.37338
N 1.75813 1.12359 0.38351
C 2.73871 0.28948 -0.02204
O 2.95419 -0.77127 0.53849
C 3.59287 0.75470 -1.21266
C 2.79188 1.45399 -2.32755
C 1.99165 0.35161 -3.00829
S 3.18888 -0.97006 -3.20873
O 2.57798 -2.24147 -2.92733
O 3.88282 -0.76299 -4.45546
C 4.27109 -0.45320 -1.86199
C -1.14767 1.19163 -0.83064
C -2.60817 0.70575 -0.91219
N -1.48518 -1.92603 2.22302
C -0.56305 -2.87045 1.90514
C 0.21035 -3.59932 2.94948
H 0.64604 -4.74058 0.21572
H -0.01094 -4.03105 -1.25510
H 1.38031 -3.29372 -0.47449
H -1.58856 -1.82719 -1.02790
H -4.54016 2.19850 -0.10821
H -4.69087 1.60679 1.54742
H -3.60759 3.87930 1.35611
H -2.68621 2.69585 2.25337
H -2.15643 3.52472 -0.65490
H -1.30330 4.11306 0.75952
H 0.01750 2.57759 2.02183
H -1.10454 1.23412 2.13746
H 1.27116 0.57655 2.34787
H 0.42389 -0.30811 1.10010
H 1.49937 1.93048 -0.15985
H 4.34894 1.42997 -0.80603
H 2.15164 2.25968 -1.96992
H 3.48808 1.89673 -3.04243
H 1.19085 -0.02695 -2.37237
H 1.60791 0.60248 -3.99440
H 5.22242 -0.19624 -2.32208
H 4.37802 -1.28144 -1.16634
H -0.90125 1.62967 -1.80647
H -0.49101 0.33587 -0.69317
H -2.66067 -0.24787 -1.43344
H -3.18715 1.40478 -1.51574
H -1.79999 -1.65111 3.14020
H 0.62876 -4.51583 2.53765
H 1.04225 -2.99694 3.32135
H -0.42146 -3.86757 3.79769

## Properties
Kohn-Sham gap = 8.52 eV
SMILES string = Cc1cc(C(=O)N2CCCN(CCNC(=O)[C@@H]3CCS(=O)(=O)C3)CC2)[nH]c1C
E_LUMO = 0.439 eV
HOMO = -0.2969 Ha


Most stable one: 2, least stable one: 1.


--- 1 ---
Here is 5 unconnected molecules or ions with the total composition C6H21NO5 from the Open Molecules 2025 dataset. Energies are from wB97M-V/def2-TZVPD.

Atoms and positions in Å:
C 0.55445 -2.56147 0.75209
C 1.24161 -1.23851 0.78629
N 0.27546 -0.22568 0.39532
C 1.00938 1.11327 0.22098
C 1.70885 1.09630 -1.17181
C -0.08781 2.21421 0.12085
C 0.51263 3.40674 0.79117
O 0.77624 3.58052 1.92087
H 0.81960 -3.17949 1.52946
H 0.84484 -3.22481 -0.12182
H -0.47739 -2.51697 0.43629
H 2.20172 -1.29076 0.29614
H 1.55149 -0.69198 1.78040
H -0.19271 -0.64439 -0.47382
H 1.70108 1.20080 1.10198
H 1.85225 2.14494 -1.47331
H 2.67488 0.56992 -1.05807
H 1.24762 0.57328 -1.98454
H -0.32861 2.35256 -0.89949
H -0.92360 1.92227 0.68603
H 1.01927 4.09739 0.07562
O -0.99058 0.51283 -3.69714
H -0.36588 1.05013 -3.28490
H -0.63428 -0.30740 -4.11519
O -2.48952 -1.14929 -1.70588
H -2.13348 -0.38511 -2.20467
H -2.76365 -0.95538 -0.82490
O -0.43049 -2.38317 3.22636
H -0.56617 -1.74620 2.64372
H 0.51573 -2.66556 2.97062
O -2.78623 -0.18219 0.70276
H -1.97833 -0.47969 1.11919
H -3.35838 -0.00707 1.45942

## Properties
Kohn-Sham gap = 9.87 eV
SMILES string = CCN[C@@H](C)CC=O.O.O.O.O
E_LUMO = 0.385 eV
HOMO = -0.3486 Ha


--- 2 ---
Here is 5 unconnected molecules or ions with the total composition C6H21NO5 from the Open Molecules 2025 dataset. Energies are from wB97M-V/def2-TZVPD.

Atoms and positions in Å:
C 0.20799 -2.28700 2.36812
C 0.05113 -2.10991 1.05738
C -0.72048 -0.95426 0.47217
C 0.08291 0.35323 0.61335
C -0.80550 1.56189 0.27070
O -0.35528 2.73209 0.95858
N 1.25770 0.30714 -0.29051
C 2.51116 0.62242 0.41023
H 0.76885 -3.12201 2.76123
H -0.21320 -1.63320 3.11529
H 0.47895 -2.83396 0.38416
H -0.98290 -1.14058 -0.57182
H -1.68477 -0.87478 0.96854
H 0.45902 0.42041 1.64846
H -1.82692 1.41674 0.63051
H -0.89089 1.74455 -0.79653
H 0.52900 2.99209 0.69432
H 1.12529 0.92000 -1.08643
H 3.33415 0.60541 -0.31054
H 2.45426 1.59665 0.91591
H 2.70495 -0.12700 1.18198
O -2.76657 -0.25676 -2.62302
H -1.85042 -0.06955 -2.92798
H -3.35606 0.04004 -3.32487
O -0.19141 0.20523 -3.45551
H 0.04496 0.25016 -4.37814
H 0.30581 -0.55454 -3.06002
O 1.20553 -1.79553 -2.22162
H 0.61008 -2.51983 -1.94872
H 1.39991 -1.28099 -1.38582
O -1.53973 2.05634 3.58301
H -1.25529 2.52359 2.78877
H -1.09222 1.21191 3.55882

## Properties
Kohn-Sham gap = 9.98 eV
SMILES string = C=CC[C@H](CO)NC.O.O.O.O
E_LUMO = 0.477 eV
HOMO = -0.3493 Ha


Most stable one: 2, least stable one: 1.


--- 1 ---
Here is 2 unconnected molecules or ions with the total composition C3H2O4 from the Open Molecules 2025 dataset. Energies are from wB97M-V/def2-TZVPD.

Atoms and positions in Å:
O 2.51093 1.74650 -1.78322
C 2.00693 0.82155 -1.21536
C 0.88386 0.97422 -0.20680
O 0.17518 0.07570 0.14262
H 2.31972 -0.22333 -1.38557
H 0.77688 2.00599 0.17364
O -2.07204 -2.34685 2.00626
C -2.88891 -1.79736 1.42485
O -3.71255 -1.25643 0.84358

## Properties
Kohn-Sham gap = 9.44 eV
SMILES string = O=CC=O.O=C=O
E_LUMO = -0.897 eV
HOMO = -0.3799 Ha


--- 2 ---
Here is 2 unconnected molecules or ions with the total composition C3H2O4 from the Open Molecules 2025 dataset. Energies are from wB97M-V/def2-TZVPD.

Atoms and positions in Å:
O -0.44546 -0.96336 -0.85170
C 0.50558 -0.49624 -0.43106
C 1.60001 0.21053 -0.11505
O 2.66667 -0.15936 0.67598
H 1.23023 1.18889 -0.00638
H 2.87392 -1.08880 0.83902
O -2.64443 0.32745 1.09040
C -2.77843 0.41415 -0.04790
O -3.00808 0.56674 -1.15332

## Properties
Kohn-Sham gap = 8.71 eV
SMILES string = O=C=CO.O=C=O
E_LUMO = 0.137 eV
HOMO = -0.3151 Ha


Most stable one: 1, least stable one: 2.


--- 1 ---
Here is 2 unconnected molecules or ions with the total composition CH6NO2 from the Open Molecules 2025 dataset. Energies are from wB97M-V/def2-TZVPD.

Atoms and positions in Å:
O 1.41037 -1.23184 -2.02023
H 0.90892 -0.99248 -2.80781
N 0.21509 -0.28122 0.23738
C -0.77451 0.61274 0.58211
O -0.45487 1.40989 1.82894
H 0.83516 -0.92843 -1.25591
H 0.13670 -1.15080 0.77218
H -0.91146 1.38707 -0.17098
H -1.75899 0.19014 0.81549
H 0.39358 0.98493 2.01883

## Properties
Kohn-Sham gap = 7.43 eV
E_LUMO = 4.720 eV
HOMO = -0.0997 Ha
net charge = -1


--- 2 ---
Here is 2 unconnected molecules or ions with the total composition CH6NO2 from the Open Molecules 2025 dataset. Energies are from wB97M-V/def2-TZVPD.

Atoms and positions in Å:
N 1.60875 0.87994 -0.94200
C 0.72410 0.21051 0.14328
O -0.45895 -0.37861 -0.38006
H 0.96398 1.58065 -1.43907
H 2.01381 0.18737 -1.68223
H 0.53972 0.99205 0.94499
H 1.27913 -0.49948 0.72529
H -2.05140 -0.54726 0.32140
H -1.91842 -1.37960 1.43623
O -2.70073 -1.04559 0.87217

## Properties
Kohn-Sham gap = 7.77 eV
E_LUMO = 4.779 eV
HOMO = -0.1098 Ha
net charge = -1


Most stable one: 1, least stable one: 2.


--- 1 ---
Here is C6H8S in the gas phase from the Open Molecules 2025 dataset. Energies are from wB97M-V/def2-TZVPD.

Atoms and positions in Å:
C 0.61812 0.64038 0.01143
C -0.52553 1.59788 -0.07517
C 0.11148 -0.87310 -0.09139
C -1.72693 0.74025 0.06282
C -1.41078 -0.72534 0.34949
C 1.99457 0.84117 0.12858
S 3.24709 -0.40756 0.12012
H 0.09768 -1.09488 -1.16141
H 0.64128 -1.53852 0.47991
H -2.53742 1.29883 0.41742
H -2.22504 0.78896 -1.00088
H -2.02699 -1.46829 -0.10898
H -1.48650 -0.82258 1.44619
H 2.27582 1.88477 0.40905
H 2.95315 -0.86197 -0.98719

## Properties
Kohn-Sham gap (spin up / spin down) = 7.46 / 7.46 eV
E_LUMO (spin up / spin down) = -0.814 / -0.814 eV
HOMO (spin up / spin down) = -0.3041 / -0.3041 Ha


--- 2 ---
Here is C6H8S in the gas phase from the Open Molecules 2025 dataset. Energies are from wB97M-V/def2-TZVPD.

Atoms and positions in Å:
C 1.16625 -1.27533 0.05522
C 0.74340 -0.11563 -0.77208
C 0.71387 -0.14037 0.68442
C -0.79390 -0.03198 1.08298
C -0.99821 1.14766 0.06421
C -0.77203 0.08332 -0.99370
S -1.70776 -1.19563 -0.09669
H 2.22643 -1.22264 -0.12968
H 0.65110 -2.31957 0.17569
H 1.29437 0.54682 -1.47744
H 1.54269 0.40849 1.06878
H -1.05585 -0.02259 2.16917
H -0.12627 1.91196 0.08906
H -2.01204 1.92893 0.13515
H -0.87206 0.29656 -2.05510

## Properties
Kohn-Sham gap = 9.65 eV
SMILES string = C1[C@@H]2[C@H]1[C@H]1C[C@@H]2S1
E_LUMO = 0.925 eV
HOMO = -0.3206 Ha


Most stable one: 2, least stable one: 1.


--- 1 ---
Here is CH3ClN2 in the gas phase from the Open Molecules 2025 dataset. Energies are from wB97M-V/def2-TZVPD.

Atoms and positions in Å:
Cl 2.29664 -0.12015 0.15189
N 0.77707 0.06276 -0.62374
C -0.35282 -0.40386 0.18531
N -0.28405 1.05336 0.17389
H -0.24514 -1.04559 0.98986
H -1.24961 -0.92463 -0.35395
H -0.94209 1.37810 -0.52326

## Properties
Kohn-Sham gap = 10.87 eV
SMILES string = ClN1CN1
E_LUMO = 0.669 eV
HOMO = -0.3750 Ha


--- 2 ---
Here is 2 unconnected molecules or ions with the total composition CH3ClN2 from the Open Molecules 2025 dataset. Energies are from wB97M-V/def2-TZVPD.

Atoms and positions in Å:
C -0.50663 0.92174 0.01273
N 0.27895 -1.65711 -0.17695
N 0.78884 -0.83870 0.52850
Cl 0.25765 2.36908 0.57352
H -0.18359 0.83560 -1.00486
H -1.48899 0.85549 0.27646
H 0.85377 -2.48609 -0.20941

## Properties
Kohn-Sham gap (spin up / spin down) = 8.74 / 9.04 eV
E_LUMO (spin up / spin down) = 0.438 / 0.395 eV
HOMO (spin up / spin down) = -0.3053 / -0.3177 Ha


Most stable one: 1, least stable one: 2.